8 unconnected molecules or ions with the total composition C39H63Br15FNO3S, computed with the ωB97M-V functional and the def2-TZVPD basis.

The geometry in XYZ format:
```
123
Properties=species:S:1:pos:R:3:forces:R:3:mulliken_charge:R:1
C -0.97607 6.70828 0.21909 -0.10 0.24 0.03 -1.0164
C -2.25989 5.75141 0.49288 0.50 0.84 0.32 -0.3684
C -2.09752 4.89438 1.87173 0.47 -0.82 -2.00 0.3290
F -0.65790 4.89145 2.13828 -2.35 -0.11 0.38 -0.3579
C -2.48854 3.34960 1.62411 1.63 -2.21 0.97 0.0395
C -1.62775 2.30815 2.09890 -1.95 0.88 -1.34 -0.8266
C -1.96684 0.75104 1.82448 -0.25 -0.66 0.59 0.0183
O -1.72925 -0.13556 2.67968 -0.51 3.00 -2.87 -0.4509
C -2.66867 0.47418 0.39620 -1.08 0.13 -2.13 0.0053
C -2.39998 -0.78030 -0.47421 -2.30 2.11 -0.82 0.8969
S -1.23189 -2.06330 0.20411 -1.30 0.66 -0.70 -0.0707
C -3.10432 -0.93052 -1.87878 -1.22 2.27 1.01 0.5482
C -2.81081 -2.20127 -2.83900 0.36 1.03 0.00 -1.0500
C -1.22269 -2.30026 -3.13066 0.12 0.22 -0.13 0.1344
C -0.83484 -2.46221 -4.67713 1.30 -0.79 0.00 -0.7199
C 0.67936 -3.07623 -4.71577 -0.06 0.06 -0.25 -0.8968
C 1.69941 -2.32373 -3.72613 1.58 -0.64 -0.31 -0.2309
C 2.21257 -3.27118 -2.49460 -0.72 0.20 0.04 -0.9753
C 2.21309 -2.51983 -1.07081 -0.03 -0.98 1.02 0.1452
C 3.55221 -2.75230 -0.19393 -0.22 0.17 -0.07 -0.3918
C 4.92055 -2.43312 -0.97995 0.12 -1.12 1.76 -0.6861
O 5.50652 -1.22481 -0.37664 -1.00 0.32 -2.57 -0.3474
C 5.10616 -0.15299 -1.30697 0.07 -0.03 0.12 -0.2387
C -4.10581 0.19597 -2.32654 1.66 0.49 3.15 -0.2549
Br -5.11298 0.10531 -4.05560 1.22 -0.13 1.83 -0.2094
C -4.39894 1.47667 -1.46494 2.25 -1.45 1.24 0.1876
C -5.41518 2.63938 -1.90364 -0.34 -0.85 0.78 -0.9954
C -6.85060 2.27033 -1.24528 -0.97 -0.21 0.57 -0.3396
N -6.93199 0.81473 -0.83224 -0.60 0.64 0.04 -0.2309
C -3.64687 1.61081 -0.10086 0.48 -2.23 -1.72 0.3616
C -3.83344 2.90600 0.84320 -0.99 0.35 0.29 -0.0078
O -4.92428 3.50759 1.00235 3.82 -1.87 -0.67 -0.5497
H -0.07158 6.12229 -0.18778 -1.41 0.84 0.95 0.2151
H -0.71177 7.27000 1.19271 -0.21 -0.99 -1.63 0.2776
H -1.21075 7.51617 -0.57588 0.09 -1.42 1.28 0.3549
H -2.39462 5.08421 -0.42490 -0.05 0.80 1.43 0.2119
H -3.14650 6.45882 0.63573 0.98 -1.25 -0.40 0.2586
H -2.70061 5.34850 2.72482 1.22 -0.59 -0.97 0.3146
H -0.66173 2.49806 2.67430 -1.64 -0.14 -0.81 0.3124
H -1.60740 -3.22362 -0.45560 -0.08 1.19 0.26 0.1479
H -3.23104 -3.17112 -2.38800 0.63 1.50 -0.54 0.2275
H -3.31311 -2.03978 -3.86435 0.52 -0.12 1.85 0.4063
H -0.75032 -3.17345 -2.56316 -0.73 1.14 -0.78 0.0445
H -0.70652 -1.34752 -2.72789 -0.90 -1.56 -0.62 0.1658
H -0.81685 -1.45901 -5.24906 -0.34 -1.56 0.99 0.2599
H -1.48072 -3.24441 -5.23520 0.71 1.50 0.97 0.3218
H 0.64052 -4.20297 -4.44727 -0.02 1.83 -0.27 0.3574
H 1.12105 -3.04846 -5.78524 -0.93 0.09 1.63 0.3221
H 1.33813 -1.30644 -3.34811 0.29 -1.56 -0.51 0.0889
H 2.66011 -2.10223 -4.33597 -1.58 -0.13 0.90 0.3740
H 1.48359 -4.16168 -2.42952 1.13 1.30 -0.02 0.4000
H 3.24380 -3.73482 -2.71267 -1.56 0.84 0.20 0.5277
H 1.99270 -1.39804 -1.12204 0.32 -1.54 -0.24 0.2353
H 1.35655 -2.99285 -0.45129 1.31 1.02 -0.97 -0.1668
H 3.53305 -2.04368 0.71998 0.00 -1.04 -1.47 0.0636
H 3.58027 -3.81546 0.25987 -0.09 1.56 -0.99 0.3297
H 4.79307 -2.35305 -2.11191 0.19 0.04 1.55 0.4172
H 5.65555 -3.28198 -0.74074 -0.96 1.23 -0.53 0.2608
H 5.43284 0.88156 -0.90869 -0.59 -1.79 -0.47 0.2539
H 5.64045 -0.36565 -2.30719 -0.92 0.58 1.32 0.2931
H 3.95674 -0.20379 -1.45819 2.13 0.24 0.29 -0.1689
H -5.06808 3.64722 -1.48480 -0.39 -1.56 -0.67 0.1687
H -5.56674 2.71805 -3.03018 0.61 -0.30 1.55 0.4191
H -7.09726 2.89511 -0.31228 0.70 -0.43 -1.62 0.2322
H -7.70955 2.42738 -1.99567 1.49 -0.10 0.97 0.3561
H -7.92821 0.52346 -0.79794 1.14 0.43 -0.21 -0.0761
H -6.58484 0.68850 0.13039 -0.10 0.23 -0.68 0.2475
Br 7.57734 -0.42154 3.66226 0.02 -0.02 -0.03 -0.1676
C 6.01507 -1.12888 2.73357 0.00 0.12 0.08 -0.6073
C 5.24190 -2.08174 3.61143 0.02 -0.21 -0.14 0.0188
Br 6.12104 -3.81690 3.72056 0.10 0.08 0.08 -0.1496
H 6.37291 -1.58477 1.81079 -0.13 0.09 0.19 0.3542
H 5.40980 -0.25391 2.49001 0.01 -0.14 0.00 0.3224
H 4.26108 -2.28780 3.18269 0.17 0.06 -0.01 -0.3279
H 5.11799 -1.72365 4.63372 0.03 -0.01 -0.16 0.4754
Br -9.82030 -0.73410 0.04314 -0.36 -0.15 0.04 -0.1285
C -10.30478 -2.22776 -1.11205 0.01 -0.10 0.25 -0.5780
C -9.13046 -2.67677 -1.94584 -0.01 -0.04 -0.31 -0.6034
Br -8.81474 -1.45863 -3.43412 0.03 -0.03 0.12 -0.1180
H -11.15896 -1.90562 -1.70728 0.20 -0.04 0.02 0.3658
H -10.61976 -3.02125 -0.43222 0.08 0.06 -0.09 0.3405
H -9.33499 -3.64375 -2.40819 -0.04 0.09 0.10 0.3762
H -8.19935 -2.73854 -1.38212 -0.18 0.08 -0.01 0.3518
Br 2.59663 5.37435 -2.34613 0.11 -0.05 0.07 -0.0886
C 4.06792 4.20050 -2.85416 -0.03 0.24 -0.03 -0.3491
C 3.59083 3.07803 -3.74155 0.13 -0.21 0.00 -0.7511
Br 2.67731 1.70015 -2.70828 -0.27 0.29 -0.24 -0.0242
H 4.53166 3.85371 -1.93050 -0.13 -0.07 -0.15 0.3794
H 4.76996 4.84145 -3.39026 -0.11 -0.12 -0.05 0.1007
H 4.43693 2.56996 -4.20720 -0.05 0.10 0.07 0.3644
H 2.89859 3.40528 -4.51725 0.11 0.05 0.17 0.4266
Br 4.41125 9.56061 -2.81156 0.00 -0.17 0.01 -0.1093
C 5.67498 8.07726 -2.78564 0.03 0.30 0.13 -0.3409
C 6.29176 7.86002 -4.14568 0.07 -0.26 -0.03 -0.6218
Br 5.05223 6.95347 -5.34659 0.04 0.11 -0.05 -0.1243
H 5.13548 7.20667 -2.41162 0.04 0.10 -0.13 0.0897
H 6.43715 8.36654 -2.06009 -0.03 -0.05 -0.13 0.3575
H 7.15536 7.19663 -4.07479 -0.09 0.07 0.05 0.3342
H 6.59072 8.78580 -4.63702 -0.11 -0.10 0.14 0.4166
Br -4.67470 -3.49509 2.64047 0.01 -0.07 0.04 -0.1702
C -3.53668 -3.54081 4.22334 -0.12 0.19 -0.03 -0.6182
C -2.08979 -3.31399 3.86305 0.17 -0.07 0.10 0.2014
Br -1.29431 -4.91587 3.08640 -0.01 0.10 -0.06 -0.1491
H -3.71468 -4.49689 4.71553 0.09 0.12 -0.11 0.4222
H -3.90461 -2.73476 4.86044 0.10 -0.05 -0.08 0.3839
H -1.49844 -3.10833 4.75699 -0.09 -0.02 -0.06 0.3290
H -1.94521 -2.50676 3.14443 -0.10 -0.11 0.09 -0.3622
Br 5.02485 -7.89274 5.25486 -0.01 0.13 0.02 -0.1391
C 3.71360 -6.76102 6.14931 0.08 -0.26 0.10 -0.5585
C 2.45208 -6.63395 5.33167 -0.15 0.29 -0.01 -0.6278
Br 2.69702 -5.39868 3.84511 -0.08 -0.15 -0.04 -0.0593
H 4.19935 -5.80494 6.34477 -0.12 -0.10 -0.12 0.3392
H 3.50809 -7.26026 7.09779 -0.04 0.05 -0.12 0.3666
H 1.64777 -6.20272 5.93009 0.11 -0.04 -0.01 0.3256
H 2.11493 -7.57958 4.90728 0.14 0.11 0.09 0.3634
Br 1.82110 -1.49761 4.24935 -0.27 0.01 0.14 -0.0035
C 1.34990 0.19077 5.10166 0.02 0.00 -0.34 -0.2790
C 2.54767 0.81793 5.77134 -0.06 0.12 0.26 -0.5458
Br 2.95934 -0.06844 7.45789 0.07 -0.01 -0.12 -0.1465
H 0.53039 -0.01792 5.78900 0.18 0.06 -0.05 0.3953
H 0.98599 0.82540 4.29176 0.05 -0.04 0.10 -0.0613
H 2.33923 1.85511 6.03876 -0.03 -0.11 -0.06 0.4010
H 3.45157 0.77934 5.16306 -0.18 -0.05 0.03 0.3034
```
Positions in Å, forces in eV/Å.

Highest occupied orbital energy   -0.309 Ha
E   -1113278.554 eV
SMILES   CC[C@H](F)C1=CC(=O)c2c(S)c(CCCCCCCCCOC)c(Br)c(CCN)c2C1=O.BrCCBr.BrCCBr.BrCCBr.BrCCBr.BrCCBr.BrCCBr.BrCCBr

11 unconnected molecules or ions with the total composition C39H64N2O13, computed with the ωB97M-V functional and the def2-TZVPD basis.

The geometry in XYZ format:
```
118
Properties=species:S:1:pos:R:3:forces:R:3:mulliken_charge:R:1
C 0.27813 0.57484 -5.17072 -0.58 0.74 0.18 -0.6437
C 0.72968 0.31582 -6.46221 -0.06 -1.10 0.36 -0.7595
C -0.12287 -0.30963 -7.35642 -0.27 0.05 -0.61 -0.2944
C -1.45181 -0.54158 -7.01456 0.21 0.99 0.46 -0.1311
C -1.94775 -0.12340 -5.79632 0.10 -0.08 0.19 -0.4243
C -1.06623 0.40364 -4.85011 -0.39 -0.21 -0.63 0.1281
N -2.41559 -1.03714 -7.99672 0.48 -1.14 -1.31 0.9790
O -3.57225 -1.21089 -7.68467 -0.04 0.36 0.44 -0.6003
O -1.96943 -1.32910 -9.10167 -0.06 0.36 0.48 -0.6000
H 0.87972 1.04709 -4.40497 0.36 -0.07 -0.20 0.6899
H 1.76096 0.42074 -6.76805 0.04 0.34 0.19 0.3891
H 0.22364 -0.54746 -8.35249 -0.07 -0.12 0.02 0.4718
H -3.01712 -0.19965 -5.65387 0.06 -0.03 0.31 0.5149
H -1.47419 0.73533 -3.90580 0.19 -0.06 0.13 0.2131
C 6.15712 -0.32986 6.99955 0.15 1.44 0.44 -0.1933
C 5.89744 -1.67569 6.93594 1.32 -0.69 -1.00 -0.6862
C 5.06376 -2.18160 5.94931 -1.39 -0.03 0.55 -0.3527
C 4.20136 -1.27639 5.33114 1.40 0.09 0.21 -0.2071
C 4.39014 0.07874 5.51170 -1.07 1.59 0.19 0.1291
C 5.38155 0.61000 6.32248 0.10 -1.64 0.18 -0.7397
N 3.14238 -1.73481 4.44245 -0.46 0.23 -0.21 1.1355
O 3.06923 -2.91105 4.19142 0.08 -0.37 0.08 -0.5900
O 2.36228 -0.89338 4.01651 0.15 0.00 -0.07 -0.6282
H 6.98485 0.03848 7.59546 -0.15 -0.17 0.28 0.3575
H 6.57089 -2.31294 7.49522 -0.25 -0.29 -0.04 0.3358
H 4.92680 -3.23806 5.76523 0.13 -0.01 0.06 0.4739
H 3.66336 0.78617 5.13140 -0.01 -0.27 -0.43 0.5428
H 5.50980 1.66240 6.52057 -0.06 0.09 -0.34 0.4040
C 0.99751 -3.45822 -4.68802 0.42 1.15 -0.14 -1.3443
C 0.94348 -2.66294 -3.40755 -0.20 -0.59 1.21 0.6234
O 0.03941 -2.89496 -2.62549 -0.07 0.24 -0.24 -0.3896
C 2.00103 -1.67814 -2.98306 1.09 0.27 -0.71 0.3311
H -0.02224 -3.74320 -4.92665 0.11 -0.31 -0.10 0.3046
H 1.67295 -4.30353 -4.55764 -0.16 -0.15 0.05 0.3184
H 1.42324 -2.83491 -5.47935 -0.09 -0.13 -0.13 0.3554
H 1.80709 -0.69252 -3.40819 -0.33 0.00 0.13 -0.1746
H 3.01030 -1.88726 -3.35468 -0.16 -0.44 -0.24 0.5052
H 2.11172 -1.57041 -1.91047 -0.58 -0.08 0.06 -0.6157
C -1.24017 -3.95026 2.39826 -0.19 0.51 0.07 -1.5054
C -0.93382 -2.80929 1.48056 0.01 0.66 0.18 0.6308
O -1.62505 -1.80280 1.46524 -0.07 -0.21 -0.06 -0.4833
C 0.25866 -2.90450 0.57803 -0.50 -0.85 -0.52 -0.0349
H -2.29927 -3.94977 2.64572 -0.06 -0.20 -0.31 0.3322
H -0.74529 -3.69585 3.34026 0.41 -0.42 -0.08 0.3836
H -0.90653 -4.87947 1.94341 0.01 -0.17 0.44 0.3787
H 0.42996 -1.95504 0.08066 0.34 -0.04 0.13 -0.5807
H -0.04045 -3.61828 -0.20327 -0.06 0.17 -0.11 0.2832
H 1.12962 -3.40552 1.00071 0.08 0.44 0.38 0.5769
C 0.49610 0.85400 1.56076 -0.08 0.07 -0.74 -0.8147
C 0.38307 0.70047 0.05970 -0.91 -1.08 0.24 0.3939
O 1.31419 0.43351 -0.66298 0.48 0.34 0.01 -0.4042
C -1.02751 0.72968 -0.50883 0.73 0.40 -0.98 0.9021
H 0.33142 1.92952 1.67763 0.24 -0.01 0.66 0.5624
H 1.45308 0.48451 1.92067 0.10 0.37 0.05 -0.4982
H -0.28983 0.30574 2.07901 -0.17 0.10 -0.16 0.3641
H -1.55188 -0.15616 -0.15606 -0.18 0.28 0.34 -0.5285
H -0.93105 0.65201 -1.59402 0.06 -0.13 0.00 -0.3357
H -1.53266 1.68267 -0.34568 -0.23 -0.22 0.58 0.3521
C -6.00763 0.23294 -1.18120 0.07 -0.31 -0.24 -0.9844
C -5.41474 1.02446 -0.04612 0.42 0.42 -1.03 0.6794
O -5.68406 2.20497 0.04120 0.06 -0.18 0.54 -0.5711
C -4.31237 0.38311 0.75287 0.00 0.13 0.82 0.2510
H -5.33396 0.27036 -2.04458 0.29 0.15 0.19 0.1397
H -6.92154 0.70011 -1.54078 -0.20 -0.23 0.28 0.3669
H -6.08039 -0.82964 -0.95185 -0.40 0.05 0.07 0.3446
H -3.75701 1.16605 1.26896 0.17 0.01 -0.21 0.0242
H -3.66450 -0.23278 0.13691 0.03 0.19 -0.16 -0.6569
H -4.63320 -0.28973 1.55250 -0.46 -0.03 -0.17 0.5015
C 3.35766 2.88750 0.73674 1.27 -0.37 0.21 -0.2794
C 4.78726 2.84993 1.25360 0.00 -0.65 0.06 0.4847
O 5.75969 3.12204 0.58368 -0.51 0.17 0.00 -0.6083
C 4.97721 2.30920 2.65469 0.96 0.82 0.30 -0.9172
H 3.37824 2.30018 -0.18160 -0.34 0.31 -0.20 0.0617
H 3.10739 3.93516 0.58053 -0.42 -0.14 -0.13 0.4812
H 2.75784 2.36141 1.47253 -0.46 0.38 -0.10 -0.1893
H 6.03405 2.49722 2.85492 0.03 -0.49 0.19 0.3891
H 4.73555 1.25099 2.74857 -0.08 -0.02 -0.13 0.0875
H 4.44231 2.86842 3.42516 -0.42 -0.05 -0.22 0.4882
C -3.47264 2.96326 -2.88039 0.57 -0.33 0.91 -0.2935
C -4.40700 4.10374 -2.53576 -1.44 -0.75 -0.74 0.5888
O -5.40186 4.27787 -3.21240 0.46 0.08 0.03 -0.5884
C -4.22225 4.96041 -1.31354 0.99 -0.41 -0.44 -0.9200
H -3.98221 2.08367 -3.27184 -0.41 0.32 -0.17 0.1766
H -3.01551 2.64293 -1.93940 0.31 -0.03 -0.16 -0.1822
H -2.68371 3.21298 -3.59080 -0.02 0.31 0.07 0.4709
H -3.54014 4.53260 -0.57939 -0.19 -0.18 0.08 0.0804
H -5.21803 5.11383 -0.91290 0.15 0.49 0.12 0.2858
H -3.70106 5.83842 -1.70655 -0.47 0.43 0.33 0.4288
C -3.34093 5.83215 4.27048 0.33 -0.64 -0.31 -1.0110
C -2.38584 4.66901 4.24471 0.89 0.08 -0.57 0.4751
O -1.39658 4.71509 4.94445 -0.27 -0.48 -0.06 -0.5776
C -2.59101 3.52622 3.23320 0.48 0.94 0.73 -0.4952
H -4.00194 5.57634 5.10078 -0.30 0.60 -0.07 0.2634
H -3.86891 5.92873 3.32378 -0.29 0.00 0.18 0.3146
H -2.71903 6.70659 4.43959 -0.35 0.17 0.37 0.3223
H -2.59441 2.58537 3.77997 -0.30 -0.12 -0.20 0.3183
H -1.67622 3.55124 2.63817 -0.07 -0.14 -0.16 0.1546
H -3.45195 3.72654 2.60188 -0.13 -0.45 0.04 0.2188
C -4.18129 -2.88717 -0.71273 -0.40 0.04 0.96 -0.6495
C -3.45916 -4.18986 -0.53692 -0.99 -1.05 -0.47 0.6916
O -3.57366 -4.86247 0.46135 0.37 0.07 0.07 -0.5926
C -2.68528 -4.61813 -1.76134 0.53 0.06 0.33 -0.6668
H -4.83964 -2.67445 0.13160 0.31 -0.19 0.28 0.3832
H -4.87009 -2.95652 -1.55448 0.59 0.38 -0.51 0.5102
H -3.40359 -2.12309 -0.71845 -0.29 0.29 -0.69 -0.1557
H -1.86378 -3.89809 -1.81666 0.05 -0.08 -0.50 -0.1301
H -3.27712 -4.56589 -2.67455 -0.08 0.33 0.07 0.3979
H -2.26197 -5.61990 -1.71582 -0.08 0.00 0.40 0.3455
C 3.75400 -1.36538 0.33031 -0.37 1.01 -0.38 0.3468
C 4.94845 -1.86396 1.05620 0.37 0.28 0.45 0.6079
O 4.95167 -2.87319 1.71874 0.02 -0.13 0.02 -0.5751
C 6.20652 -1.00942 0.94461 -0.34 0.36 -0.71 -1.3202
H 4.03308 -0.90245 -0.61909 0.04 -0.08 -0.03 0.3420
H 3.37793 -0.52217 0.92078 -0.07 0.00 0.01 -0.2527
H 2.91242 -2.03097 0.17265 0.27 -0.40 0.22 -0.1827
H 6.52231 -1.14859 -0.09775 0.69 -0.67 0.28 0.4103
H 6.90813 -1.26940 1.73032 0.29 -0.25 -0.38 0.3151
H 6.13161 0.08251 0.88197 -0.76 -0.04 0.60 0.2488
```
Positions in Å, forces in eV/Å.

Energy relative to the best compared isomer or geometry (same formula, charge and spin)   0.00 kcal/mol
Highest occupied orbital energy   -0.353 Ha
E   -71071.463 eV
SMILES   O=[N+]([O-])c1ccccc1.O=[N+]([O-])c1ccccc1.CC(C)=O.CC(C)=O.CC(C)=O.CC(C)=O.CC(C)=O.CC(C)=O.CC(C)=O.CC(C)=O.CC(C)=O